Formula: C46H35BaCl3N5O3PS4Si
Source: OMol25
Level of theory: wB97M-V/def2-TZVPD

Geometry (Å):
Ba -0.1054 -0.3916 -0.2359
O 3.1814 5.8228 -2.9997
C 2.8744 4.7216 -2.5945
S 2.3209 3.4006 -3.6193
C 2.0834 2.1814 -2.3713
C 2.3519 2.5696 -1.1112
S 2.2781 1.5844 0.3432
S 2.8971 4.2324 -0.9056
S 1.5350 0.6135 -2.9512
N 3.2488 -1.3824 -0.8778
C 4.1390 -1.8795 0.0299
C 5.3223 -2.4968 -0.3188
C 6.2023 -2.9979 0.6586
C 5.9290 -2.8815 1.9910
C 4.7137 -2.2698 2.3904
C 4.3506 -2.1142 3.7504
C 3.1554 -1.5536 4.0735
C 2.2935 -1.1634 3.0249
N 2.5935 -1.2718 1.7609
C 3.8060 -1.7962 1.4255
H 3.5391 -1.3470 -1.8441
H 2.8015 -0.5084 -0.6015
H 5.5809 -2.5722 -1.3681
H 7.1243 -3.4695 0.3379
H 6.6135 -3.2508 2.7445
H 5.0324 -2.4614 4.5197
H 2.8391 -1.4316 5.1007
H 1.3045 -0.7831 3.2618
C 2.8572 -0.1391 -6.4655
O 1.9323 -0.8216 -7.3169
C 0.6158 -0.5318 -7.1568
C 0.1253 0.4283 -6.2707
C -1.2428 0.6256 -6.1591
C -2.1299 -0.1228 -6.9161
C -1.6321 -1.0343 -7.8365
C -0.2728 -1.2565 -7.9490
N -3.5663 0.0616 -6.9307
N -4.2208 0.2717 -5.9028
C -3.6488 0.2333 -4.5798
C -4.0615 1.2292 -3.7406
C -3.5221 1.4139 -2.4583
C -2.5520 0.5624 -1.9584
O -1.9999 0.7062 -0.7905
C -2.1781 -0.5683 -2.8072
N -1.2683 -1.4498 -2.2946
C -0.9240 -2.5085 -2.9846
C -1.5361 -2.8254 -4.2145
C -2.4344 -1.9523 -4.7516
C -2.7484 -0.7465 -4.0822
H 3.8368 -0.5470 -6.7025
H 2.6282 -0.3003 -5.4090
H 2.8522 0.9359 -6.6684
H 0.7804 0.9840 -5.6197
H -1.6028 1.3561 -5.4463
H -2.3324 -1.5876 -8.4511
H 0.1222 -1.9885 -8.6408
H -4.8014 1.9241 -4.1232
H -3.8370 2.2448 -1.8403
H -0.1724 -3.1578 -2.5473
H -1.2827 -3.7477 -4.7196
H -2.9226 -2.1807 -5.6916
Cl 1.0140 -4.3958 0.0176
Si -0.2798 -3.1017 1.1918
Cl -2.2057 -4.1115 0.8578
Cl 0.1401 -3.9022 3.1765
C -1.3280 -2.3515 6.5192
C -0.4535 -1.2843 6.6499
C -0.4017 -0.2982 5.6710
C -1.2211 -0.3741 4.5479
C -2.0785 -1.4665 4.4153
C -2.1403 -2.4401 5.3960
P -1.1504 0.8460 3.1759
C -0.2795 2.2406 3.9808
C 1.0548 2.4314 3.6367
C 1.8010 3.4424 4.2313
C 1.2143 4.2764 5.1692
C -0.1249 4.1053 5.5055
C -0.8662 3.0958 4.9137
C -2.8973 1.4106 3.1589
C -3.4135 1.8446 1.9403
C -4.7266 2.2929 1.8535
C -5.5349 2.3063 2.9791
C -5.0318 1.8638 4.1970
C -3.7236 1.4153 4.2839
H -1.3624 -3.1233 7.2776
H 0.1940 -1.2140 7.5155
H 0.2818 0.5339 5.7841
H -2.6927 -1.5680 3.5267
H -2.7951 -3.2908 5.2619
H 1.5116 1.8261 2.8632
H 2.8310 3.5835 3.9307
H 1.7906 5.0721 5.6257
H -0.5943 4.7653 6.2252
H -1.9115 2.9796 5.1751
H -2.8009 1.8079 1.0453
H -5.1168 2.6144 0.8965
H -6.5605 2.6478 2.9081
H -5.6621 1.8596 5.0779
H -3.3457 1.0459 5.2301

Summary:
E_LUMO = 3.791 eV
E_HOMO = -1.6 eV
Molar mass = 1136.8 g mol⁻¹
Charge = -2

---

Formula: C30H47N3O2RuS2Se2
Source: OMol25
Level of theory: wB97M-V/def2-TZVPD

Geometry (Å):
Ru -0.1282 0.6000 -0.1258
C 0.6744 2.6056 -0.1298
C 1.7862 1.6797 0.0285
C 1.5610 0.9809 1.2863
C 0.2557 1.4266 1.7725
C -0.2096 2.5354 0.9802
C -1.1872 3.5806 1.4522
C -2.2638 2.9983 2.3687
C -1.7917 4.3915 0.3062
C -0.3090 4.5314 2.3011
C 2.4735 0.2680 2.2798
C 3.6180 -0.5713 1.7188
C 3.0636 1.4393 3.1026
C 1.6882 -0.6300 3.2521
C 2.9964 1.7551 -0.8921
C 4.1910 2.3181 -0.1035
C 3.3385 0.3961 -1.5076
C 2.7476 2.7513 -2.0357
H 0.5664 3.2936 -0.9489
H -0.2121 1.0831 2.6782
H -2.7745 2.1466 1.9225
H -3.0088 3.7618 2.5922
H -1.8339 2.6699 3.3161
H -2.5296 3.8179 -0.2521
H -1.0213 4.7351 -0.3851
H -2.2795 5.2798 0.7084
H 0.2003 3.9928 3.1010
H -0.9424 5.2959 2.7525
H 0.4397 5.0279 1.6826
H 4.2936 -0.0064 1.0824
H 3.2459 -1.4259 1.1617
H 4.2075 -0.9374 2.5599
H 3.6662 2.1140 2.4956
H 3.6996 1.0248 3.8856
H 2.2732 2.0181 3.5834
H 1.1403 -1.4027 2.7168
H 1.0043 -0.0673 3.8868
H 2.4016 -1.1145 3.9186
H 4.5672 1.6312 0.6500
H 3.9286 3.2606 0.3809
H 5.0047 2.5158 -0.8022
H 3.4983 -0.3746 -0.7602
H 4.2460 0.4905 -2.1060
H 2.5305 0.0513 -2.1528
H 2.6665 3.7744 -1.6659
H 1.8512 2.5186 -2.6099
H 3.5929 2.7172 -2.7228
C 0.3356 0.5210 -4.0717
Se -0.8378 1.2931 -2.7232
C -2.2040 -0.0950 -2.9252
C -3.4509 0.2583 -2.1532
Se -2.9699 1.0729 -0.4462
C -4.6354 0.6468 0.4804
H 0.5847 -0.4928 -3.7823
H 1.2299 1.1292 -4.1569
H -0.2120 0.5536 -5.0110
H -1.7496 -1.0093 -2.5461
H -2.4092 -0.1863 -3.9914
H -4.0272 -0.6405 -1.9375
H -4.0752 0.9703 -2.6903
H -4.9004 -0.3855 0.2909
H -5.3973 1.3298 0.1126
H -4.4865 0.7925 1.5467
N -1.6015 -7.5016 -1.7723
C -1.0415 -6.2731 -1.5322
C -1.1852 -5.2311 -2.4592
C -0.6690 -3.9816 -2.1919
C 0.0148 -3.7589 -1.0075
C 0.1823 -4.7816 -0.0826
C -0.3515 -6.0262 -0.3366
S 0.7262 -2.2023 -0.6497
O 2.1042 -2.4128 -0.3225
O 0.4536 -1.2731 -1.7513
N -0.0214 -1.5172 0.6325
C -1.3582 -1.8294 0.8000
S -2.0296 -1.6560 2.4085
C -3.5411 -2.2245 1.8119
C -3.4279 -2.5119 0.4973
N -2.2127 -2.2554 -0.0825
H -1.8566 -7.7262 -2.7186
H -1.2793 -8.2810 -1.2249
H -1.7117 -5.4128 -3.3877
H -0.7945 -3.1747 -2.9005
H 0.7352 -4.6031 0.8309
H -0.2306 -6.8242 0.3846
H -4.4025 -2.3322 2.4486
H -4.2234 -2.9158 -0.1136

Summary:
E_LUMO (spin up / spin down) = -3.211 / -3.748 eV
Multiplicity = 2
E_HOMO (spin up / spin down) = -10.4 / -10.4 eV
Molar mass = 804.8 g mol⁻¹
Charge = +1

---

Formula: C47H40BrClInN6O5P
Source: OMol25
Level of theory: wB97M-V/def2-TZVPD

Geometry (Å):
In -0.1273 -0.2984 -0.2619
O 2.8312 -0.1224 -0.4777
C 1.8736 -0.0604 -1.2118
C 2.1304 0.0597 -2.7102
C 3.4577 -0.1028 -3.1205
C 3.8178 0.0329 -4.4455
C 2.8470 0.3461 -5.3953
C 1.5303 0.4931 -5.0050
C 1.1518 0.3486 -3.6663
P -0.6312 0.3989 -3.2148
C -1.2551 1.9430 -3.9599
C -0.4483 3.0352 -4.2612
C -1.0121 4.2407 -4.6682
C -2.3882 4.3638 -4.7850
C -3.2041 3.2784 -4.4849
C -2.6433 2.0855 -4.0619
C -1.2637 -0.9154 -4.3260
C -1.1182 -2.2286 -3.8730
C -1.5423 -3.2931 -4.6513
C -2.1266 -3.0585 -5.8894
C -2.2772 -1.7571 -6.3453
C -1.8471 -0.6882 -5.5681
H 4.1954 -0.3207 -2.3585
H 4.8499 -0.1032 -4.7445
H 3.1176 0.4622 -6.4373
H 0.7741 0.7148 -5.7494
H 0.6282 2.9515 -4.1859
H -0.3689 5.0812 -4.8984
H -2.8251 5.3009 -5.1062
H -4.2799 3.3682 -4.5688
H -3.2880 1.2481 -3.8144
H -0.6911 -2.4158 -2.8936
H -1.4348 -4.3060 -4.2836
H -2.4689 -3.8889 -6.4937
H -2.7327 -1.5694 -7.3095
H -1.9749 0.3226 -5.9359
O -0.1622 2.9821 5.1041
C 0.7865 3.6590 4.4819
O 1.3459 4.5922 5.0005
C 1.1554 3.2171 3.0961
C 2.0074 3.9224 2.2764
Cl 2.6858 5.4634 2.5062
N 2.1645 3.2264 1.1237
N 1.4344 2.0937 1.1414
C 0.8311 2.0709 2.3131
C -0.0509 0.8983 2.6434
O -0.8281 1.0007 3.5970
O 0.0125 -0.1464 1.9085
C 3.0621 3.4695 0.0337
C 2.6560 3.1629 -1.2550
C 3.5340 3.3373 -2.3120
C 4.8113 3.8312 -2.0881
C 5.2094 4.1332 -0.7943
C 4.3427 3.9441 0.2716
H -0.4734 2.2088 4.5541
H 1.6625 2.7717 -1.4175
H 3.2293 3.0674 -3.3149
H 5.4952 3.9662 -2.9164
H 6.2091 4.5024 -0.6034
H 4.6784 4.1399 1.2796
N -2.9375 0.3666 1.7534
C -2.8105 1.4309 0.9226
C -3.8257 2.4092 0.8683
C -3.6864 3.4858 0.0357
C -2.5336 3.6113 -0.7462
C -1.5965 2.6197 -0.6439
N -1.7172 1.5334 0.1478
H -3.5773 0.4773 2.5208
H -2.0947 -0.1440 1.9842
H -4.6958 2.2972 1.5021
H -4.4631 4.2395 -0.0081
H -2.3755 4.4499 -1.4095
H -0.6802 2.6769 -1.2171
N 1.0359 -2.5377 0.2625
C 1.5701 -3.3591 0.8734
N 2.1611 -4.2940 1.5935
C 2.0957 -4.2203 3.0618
C 1.0433 -5.1829 3.5976
C 1.2843 -6.5965 3.0653
C 1.3080 -6.5981 1.5360
C 2.3688 -5.6324 1.0228
H 1.8871 -3.1911 3.3454
H 3.0840 -4.4855 3.4454
H 0.0541 -4.8360 3.2825
H 1.0627 -5.1665 4.6887
H 0.5167 -7.2769 3.4350
H 2.2468 -6.9632 3.4394
H 0.3314 -6.2832 1.1547
H 1.5056 -7.5985 1.1458
H 2.3607 -5.5525 -0.0619
H 3.3630 -5.9656 1.3315
Br -5.5356 -4.2910 -1.8160
C -4.0879 -3.1826 -1.2841
C -4.0716 -1.8528 -1.6655
C -2.9820 -1.0714 -1.3051
C -1.8983 -1.5744 -0.5801
C -1.9851 -2.9068 -0.1786
C -3.0646 -3.7168 -0.5243
H -4.8911 -1.4392 -2.2389
H -2.9955 -0.0254 -1.5986
H -1.1943 -3.3447 0.4145
H -3.1078 -4.7510 -0.2077

Summary:
E_LUMO = 0.176 eV
E_HOMO = -7.8 eV
Molar mass = 1030.0 g mol⁻¹

---

Formula: C24H48Br24
Source: OMol25
Level of theory: wB97M-V/def2-TZVPD

Geometry (Å):
Br 15.5202 -22.2208 -5.3944
C 15.2808 -20.5784 -4.3702
C 13.8915 -20.0167 -4.4803
Br 14.0017 -18.2091 -3.5724
H 15.9899 -19.8790 -4.7971
H 15.6956 -20.8422 -3.4079
H 13.2010 -20.5425 -3.8721
H 13.4799 -19.8808 -5.4640
Br 12.8414 -14.7375 -3.5293
C 12.3559 -14.0621 -1.7653
C 12.0167 -15.1365 -0.8486
Br 11.5461 -14.3768 0.9378
H 11.4421 -13.4478 -1.9580
H 13.1858 -13.4098 -1.4538
H 12.9088 -15.7491 -0.6618
H 11.1048 -15.7040 -1.0943
Br 11.4040 -23.5583 -5.2052
C 12.0395 -24.6132 -3.7800
C 11.3510 -24.4608 -2.4596
Br 11.4477 -22.7131 -1.6520
H 13.1289 -24.4280 -3.6110
H 11.9235 -25.6560 -4.0621
H 11.8579 -25.0704 -1.7527
H 10.3183 -24.6053 -2.5617
Br 3.1722 -21.4632 -2.0029
C 4.5712 -22.2858 -3.0147
C 5.9184 -21.8048 -2.4076
Br 7.3798 -22.6621 -3.3874
H 4.4927 -21.9763 -4.0671
H 4.4510 -23.3649 -2.9126
H 6.1389 -21.9557 -1.3040
H 6.0265 -20.7359 -2.6647
Br 5.7332 -15.6598 -0.4145
C 6.9044 -15.6264 -1.9815
C 8.0318 -14.6350 -1.7630
Br 9.2036 -14.8495 -3.3191
H 6.2483 -15.4443 -2.8332
H 7.3275 -16.6193 -2.0298
H 8.6720 -14.7790 -0.8991
H 7.6281 -13.6278 -1.8770
Br 12.1902 -18.5816 -11.9574
C 10.9029 -19.4688 -10.8624
C 9.6106 -19.3571 -11.5767
Br 8.1896 -20.2257 -10.6105
H 10.8931 -19.0268 -9.8908
H 11.2226 -20.4810 -10.8581
H 9.6378 -19.7709 -12.5806
H 9.2249 -18.3278 -11.6880
Br 7.9128 -24.2927 -8.8871
C 9.8190 -24.2251 -8.4814
C 10.4802 -22.9537 -8.9617
Br 12.4084 -23.1303 -9.1752
H 10.2581 -25.1243 -8.9297
H 9.8863 -24.3143 -7.4173
H 10.3197 -22.1147 -8.2679
H 10.1324 -22.6223 -9.9704
Br 9.0018 -17.4703 -8.6809
C 9.3360 -15.8884 -7.5526
C 8.4388 -14.8804 -8.0879
Br 8.7228 -13.2291 -7.1789
H 10.3954 -15.7097 -7.8017
H 9.1695 -16.0968 -6.4908
H 7.3765 -15.1186 -8.0296
H 8.7062 -14.6086 -9.1345
Br 6.8392 -21.5411 2.5893
C 7.7006 -19.7560 2.9110
C 8.6639 -19.3479 1.7835
Br 9.3959 -17.4851 1.9634
H 8.2116 -19.8679 3.8460
H 6.9271 -18.9674 2.9712
H 8.2136 -19.3830 0.7573
H 9.4915 -20.0328 1.8042
Br 13.6173 -19.0771 -7.9633
C 12.7403 -17.3501 -7.9020
C 13.4694 -16.5443 -6.8342
Br 12.9775 -14.6940 -7.0457
H 11.6904 -17.6636 -7.6948
H 12.8652 -16.9107 -8.9068
H 14.5806 -16.5067 -7.0177
H 13.2110 -16.9650 -5.8574
Br 6.8754 -18.0175 -5.0492
C 6.0618 -18.8763 -6.5645
C 5.7828 -20.3280 -6.2857
Br 4.8900 -21.1380 -7.8433
H 6.6617 -18.7183 -7.4617
H 5.1389 -18.3291 -6.8142
H 5.1141 -20.4393 -5.4198
H 6.7463 -20.8427 -6.2815
Br 9.4363 -18.3066 -1.8864
C 10.2440 -18.6125 -3.7517
C 9.9803 -19.9950 -4.1902
Br 10.0392 -20.2798 -6.0762
H 11.2749 -18.2726 -3.5756
H 9.7549 -17.8189 -4.2982
H 8.9970 -20.2682 -3.8219
H 10.6637 -20.6926 -3.6665

Summary:
E_LUMO = 0.144 eV
E_HOMO = -10.1 eV
SMILES string = BrCCBr.BrCCBr.BrCCBr.BrCCBr.BrCCBr.BrCCBr.BrCCBr.BrCCBr.BrCCBr.BrCCBr.BrCCBr.BrCCBr
Molar mass = 2254.3 g mol⁻¹

---

Formula: C6H2O4Tl
Source: OMol25
Level of theory: wB97M-V/def2-TZVPD

Geometry (Å):
Tl -2.6614 -2.4312 2.4814
C -0.8865 0.5767 -1.0325
C -1.1241 -0.3089 0.0863
C 0.0507 -0.7098 0.9329
O -0.1389 -1.4406 1.8979
C 1.3389 -0.2187 0.5708
C 1.5780 0.7516 -0.4935
C 0.4097 1.1361 -1.3500
O 0.5575 1.8503 -2.2958
O 2.6567 1.2190 -0.6732
O -2.2384 -0.7208 0.3770
H -1.7522 0.8415 -1.6319
H 2.2100 -0.5451 1.1307

Summary:
E_LUMO = -8.397 eV
E_HOMO = -13.6 eV
Molar mass = 342.5 g mol⁻¹
Charge = +1

---

Formula: C2H8S3
Source: OMol25
Level of theory: wB97M-V/def2-TZVPD

Geometry (Å):
C 0.4246 0.2531 -1.0085
S 1.6262 1.6758 -1.2629
C 2.6819 0.9789 -2.4959
H -0.4295 0.4444 -1.6723
H 0.9395 -0.6607 -1.2565
H 0.1570 0.4125 0.0226
H 3.4048 1.7222 -2.8458
H 2.1128 0.5700 -3.3277
H 3.3452 0.1533 -2.1216
S -2.1719 -1.0381 0.6818
S -1.0329 -1.2821 2.3881
H -2.8702 0.1006 0.8394
H -0.4325 -0.0945 2.3884

Summary:
E_LUMO = 0.209 eV
E_HOMO = -8.4 eV
SMILES string = CSC.SS
Molar mass = 128.3 g mol⁻¹

---

Formula: C6H15F3NSi
Source: OMol25
Level of theory: wB97M-V/def2-TZVPD

Geometry (Å):
C -0.5411 -3.1676 0.2173
C 0.3761 -2.0618 0.6710
N 0.1467 -0.9040 -0.1824
C 0.7687 0.3157 0.3089
C 0.3678 1.3935 -0.6447
C 1.2851 2.6493 -0.3013
C -1.1174 1.6659 -0.4321
Si 3.0505 0.0244 0.0891
F 3.5361 -1.4426 0.5498
F 3.9487 1.1783 0.6418
F 3.2812 -0.1121 -1.4780
H -1.6351 -2.8481 0.3558
H -0.3340 -3.4181 -0.8458
H -0.4509 -4.2566 0.6306
H 1.4650 -2.1759 0.6013
H 0.0030 -1.6583 1.7034
H -0.8703 -0.7308 -0.3462
H 0.4808 -1.1039 -1.0419
H 0.3985 0.3928 1.2538
H 0.5673 1.0402 -1.6574
H 0.6700 3.6239 -0.2130
H 2.1158 2.8642 -1.0506
H 1.7777 2.3246 0.5998
H -1.8730 1.0993 -1.0343
H -1.4980 2.5840 -0.7966
H -1.3900 1.6969 0.6857

Summary:
E_LUMO = -3.145 eV
E_HOMO = -15.4 eV
SMILES string = CC[NH2+][C@H](C(C)C)[Si](F)(F)F
Molar mass = 186.3 g mol⁻¹
Charge = +1

---

Formula: C3H5N3
Source: OMol25
Level of theory: wB97M-V/def2-TZVPD

Geometry (Å):
N 0.3396 1.1405 -1.5753
C 0.4048 0.1363 -0.7759
C -0.5900 -0.8502 -0.6481
N -0.8276 -0.6447 0.7724
N 0.4175 -0.3059 1.4798
C 1.1433 0.1295 0.5216
H 1.1115 1.7656 -1.3677
H -1.3423 0.2827 0.8389
H -1.4990 -0.7728 -1.2424
H -1.2819 -1.4213 1.2458
H 2.1240 0.5403 0.7507

Summary:
E_LUMO (spin up / spin down) = 0.451 / 0.451 eV
E_HOMO (spin up / spin down) = -7.4 / -7.4 eV
Molar mass = 83.1 g mol⁻¹

---

Formula: C4H5ClSi
Source: OMol25
Level of theory: wB97M-V/def2-TZVPD

Geometry (Å):
C 0.9087 -0.0248 -1.2811
C 0.0054 -0.9062 -0.6145
C 0.8744 1.2850 -1.5108
C -0.7063 -0.7655 0.5563
Si -0.7874 0.5479 1.7990
Cl -2.2834 0.4859 3.1390
H 1.6392 -0.6245 -1.8489
H -0.0808 -1.8777 -1.0920
H 1.7087 1.8090 -1.9648
H -1.3601 -1.6065 0.7913
H 0.0815 1.6774 2.0265

Summary:
E_LUMO (spin up / spin down) = -0.681 / -0.747 eV
E_HOMO (spin up / spin down) = -9.3 / -6.6 eV
Molar mass = 116.6 g mol⁻¹

---

Formula: C6H12NO3
Source: OMol25
Level of theory: wB97M-V/def2-TZVPD

Geometry (Å):
C -2.4128 -0.7805 -1.2506
C 0.5453 0.4882 0.1129
C -1.6360 -0.4304 0.8544
C -0.1573 -0.8567 0.7047
C 1.8147 -0.0818 -0.3678
C 0.6838 1.5273 1.2375
N 1.9506 -0.3761 -1.6472
O -2.4911 -0.3184 -0.0932
O 0.5379 -0.9710 1.9115
O 2.5630 -0.7074 0.5197
H -1.5179 -1.3169 -1.7649
H -3.3295 -0.6221 -1.7700
H -0.1473 0.9233 -0.6717
H -2.0382 -0.2475 1.7674
H 0.0412 -1.6569 -0.0408
H 1.4034 1.2815 1.9264
H -0.2738 1.6485 1.6186
H 0.9052 2.6206 0.8890
H 2.7549 -0.9479 -1.9320
H 1.4944 0.1216 -2.2959
H -0.0466 -0.9314 2.5902
H 2.1250 -0.6124 1.4030

Summary:
E_LUMO (spin up / spin down) = -3.895 / -4.051 eV
E_HOMO (spin up / spin down) = -11.3 / -11.2 eV
Molar mass = 146.2 g mol⁻¹
Charge = +1

---

Formula: C3H2N2O2
Source: OMol25
Level of theory: wB97M-V/def2-TZVPD

Geometry (Å):
N -2.9531 0.0815 -0.6079
C -1.8456 0.0268 -0.1647
C -0.4209 -0.0122 0.5567
O 0.4732 -1.0131 0.1806
C 1.4349 -0.3444 -0.5981
N 1.3410 0.9104 -0.5549
O 0.1488 1.1826 0.2869
H -0.5074 0.1075 1.7106
H 2.3290 -0.9391 -0.8092

Summary:
E_LUMO = 0.554 eV
E_HOMO = -10.6 eV
SMILES string = N#C[C@H]1OC=NO1
Molar mass = 98.1 g mol⁻¹